Here is a molecular structure, C12H14MoN5O3S2 from the Open Molecules 2025 dataset. Energies are from the ωB97M-V functional and the def2-TZVPD basis.

```
37
C12H14MoN5O3S2, DFT the ωB97M-V functional and the def2-TZVPD basis
Mo 0.267 0.126 0.630
C -3.585 0.992 5.051
S -2.677 -0.449 4.448
C -1.841 0.186 3.116
S -0.771 -1.020 2.328
N -1.900 1.382 2.654
N -1.109 1.589 1.561
C -1.141 2.782 1.066
C -0.341 3.019 -0.115
C -0.225 4.236 -0.751
C 0.600 4.325 -1.873
C 1.278 3.198 -2.310
C 1.121 2.005 -1.623
N 0.316 1.913 -0.553
H -4.128 0.627 5.921
H -2.888 1.772 5.345
H -4.283 1.338 4.293
H -1.752 3.549 1.532
H -0.760 5.098 -0.376
H 0.712 5.269 -2.391
H 1.927 3.230 -3.175
H 1.642 1.108 -1.936
N -1.255 -0.474 -0.975
C -1.244 -1.934 -1.234
C 0.106 -2.501 -0.901
O 0.486 -3.586 -1.201
N 0.959 -1.589 -0.152
C 2.160 -2.344 0.189
C 3.300 -1.590 0.701
O 4.253 -1.160 1.075
O 1.811 0.384 1.192
H -2.186 -0.196 -0.664
H -1.106 0.028 -1.849
H -1.492 -2.174 -2.267
H -1.978 -2.426 -0.593
H 2.565 -2.883 -0.684
H 1.983 -3.122 0.950
```

Values from the calculation:
Relative energy (zero: lowest compared OMol25 entry of this formula, charge and spin) in kcal/mol: 0.0
Charge: +3
Spin multiplicity: 1
Orbital gap in eV: 5.35
Lowest unoccupied orbital energy in hartree: -0.46537
HOMO energy in eV: -18.02